(1)
Entry from the Open Molecules 2025 dataset: a single C4H6ClN molecule (ωB97M-V/def2-TZVPD).

Each atom is followed by the atoms it is bonded to, with distances in Å.
Element x y z (Å)
1 C 0.0766 -0.6861 1.1922  C2 1.550, H5 1.098, H6 1.039, H7 1.124
2 C -0.4354 -0.1094 -0.1525  C1 1.550, C3 1.458, C4 1.439, H8 1.054
3 C -0.0760 1.2409 -0.5701  C2 1.458, H9 1.048, H10 1.157, Cl12 1.863
4 C 0.0845 -1.0637 -1.0952  C2 1.439, N11 1.162
5 H 1.1460 -0.4499 1.2689  C1 1.098
6 H -0.4228 -0.3098 2.0226  C1 1.039
7 H 0.0140 -1.8081 1.2153  C1 1.124
8 H -1.4856 -0.1185 -0.2381  C2 1.054
9 H -0.8076 1.8702 -0.1622  C3 1.048
10 H 0.0119 1.3230 -1.7207  C3 1.157
11 N 0.4006 -1.7942 -1.9412  C4 1.162
12 Cl 1.4938 1.9056 0.1810  C3 1.863

## Properties
HOMO: -11.21 eV
SMILES: C[C@H](C#N)CCl
LUMO: 0.6 eV

These are the natural (NBO) partial charges, in e, on atoms 1 to 6:
1. C -0.59
2. C -0.38
3. C -0.30
4. C 0.29
5. H 0.24
6. H 0.22

***

(2)
Entry from the Open Molecules 2025 dataset: 11 unconnected molecules or ions with the total composition C60H102BN18O10 (ωB97M-V/def2-TZVPD).

Each atom is followed by the atoms it is bonded to, with distances in Å.
Element x y z (Å)
1 O 31.3004 11.3391 11.4293  C2 1.173
2 C 30.2605 11.2578 11.9648  O1 1.173, O3 1.356, C6 1.547
3 O 29.2719 12.1855 11.9400  C2 1.356, B4 1.491
4 B 28.0921 11.7510 12.7408  O3 1.491, O5 1.501, O8 1.505, O12 1.492
5 O 28.6038 10.5538 13.4870  B4 1.501, C6 1.349
6 C 29.8479 10.2485 13.0627  C2 1.547, O5 1.349, O7 1.196
7 O 30.4398 9.2915 13.4683  C6 1.196
8 O 26.9219 11.3305 11.8934  B4 1.505, C9 1.339
9 C 25.8608 12.1001 12.1664  O8 1.339, O10 1.162, C11 1.541
10 O 24.8026 12.1311 11.6866  C9 1.162
11 C 26.3100 13.0755 13.2716  C9 1.541, O12 1.354, O13 1.160
12 O 27.6205 12.9020 13.5639  B4 1.492, C11 1.354
13 O 25.7050 13.9915 13.6459  C11 1.160
14 C 35.9394 4.6083 11.1420  C15 1.521, H22 1.099, H23 1.085, H24 1.085
15 C 37.0849 5.5922 10.9603  C14 1.521, N16 1.468, H25 1.089, H26 1.090
16 N 36.8730 6.8005 11.7663  C15 1.468, C17 1.340, C20 1.321
17 C 37.2357 7.0084 13.0392  N16 1.340, C18 1.333, H27 1.077
18 C 36.9437 8.2575 13.4022  C17 1.333, N19 1.390, H28 1.073
19 N 36.3886 8.8168 12.2576  C18 1.390, C20 1.311, C21 1.465
20 C 36.4275 7.9450 11.2791  N16 1.321, N19 1.311, H29 1.087
21 C 35.7530 10.1365 12.2300  N19 1.465, H30 1.093, H31 1.093, H32 1.088
22 H 36.1509 4.0155 12.0430  C14 1.099
23 H 35.8323 3.8822 10.3429  C14 1.085
24 H 34.9900 5.1197 11.2661  C14 1.085
25 H 37.1774 5.8706 9.9112  C15 1.089
26 H 38.0616 5.1470 11.1477  C15 1.090
27 H 37.6263 6.1840 13.6118  C17 1.077
28 H 37.1609 8.8182 14.2911  C18 1.073
29 H 35.9658 8.0140 10.2970  C20 1.087
30 H 36.5056 10.8940 12.4646  C21 1.093
31 H 34.9077 10.2155 12.9185  C21 1.093
32 H 35.3462 10.3746 11.2489  C21 1.088
33 C 23.0542 9.8749 12.3752  C34 1.556, H41 1.083, H42 1.094, H43 1.095
34 C 21.9383 9.2437 13.2573  C33 1.556, N35 1.461, H44 1.087, H45 1.083
35 N 22.2249 7.9374 13.8460  C34 1.461, C36 1.399, C39 1.296
36 C 22.0026 7.5331 15.1667  N35 1.399, C37 1.318, H46 1.075
37 C 21.9539 6.2159 15.1336  C36 1.318, N38 1.371, H47 1.082
38 N 22.3391 5.7671 13.8973  C37 1.371, C39 1.331, C40 1.462
39 C 22.3818 6.8617 13.1405  N35 1.296, N38 1.331, H48 1.080
40 C 22.3327 4.4190 13.3314  N38 1.462, H49 1.088, H50 1.087, H51 1.092
41 H 22.6713 10.8374 12.0578  C33 1.083
42 H 23.4534 9.2835 11.5464  C33 1.094
43 H 23.9740 10.0401 12.9468  C33 1.095
44 H 21.1044 9.1111 12.5731  C34 1.087
45 H 21.7897 10.0362 13.9800  C34 1.083
46 H 21.6589 8.2227 15.9165  C36 1.075
47 H 21.5980 5.5291 15.8898  C37 1.082
48 H 22.7315 6.8089 12.1203  C39 1.080
49 H 23.3323 3.9905 13.3410  C40 1.088
50 H 21.8815 4.4155 12.3429  C40 1.087
51 H 21.7141 3.7111 13.8863  C40 1.092
52 C 34.0008 17.3367 16.2138  C53 1.520, H60 1.090, H61 1.090, H62 1.092
53 C 32.5843 16.8725 16.5099  C52 1.520, N54 1.456, H63 1.092, H64 1.092
54 N 31.8894 16.2332 15.4015  C53 1.456, C55 1.401, C58 1.308
55 C 32.2740 15.1168 14.6466  N54 1.401, C56 1.338, H65 1.075
56 C 31.3444 14.9488 13.6988  C55 1.338, N57 1.389, H66 1.079
57 N 30.3338 15.8769 13.9137  C56 1.389, C58 1.322, C59 1.451
58 C 30.7772 16.6723 14.8719  N54 1.308, N57 1.322, H67 1.081
59 C 29.1475 16.0452 13.0956  N57 1.451, H68 1.095, H69 1.085, H70 1.083
60 H 34.7485 16.5456 16.1617  C52 1.090
61 H 34.3079 18.0215 17.0042  C52 1.090
62 H 34.0735 17.9222 15.2953  C52 1.092
63 H 32.0104 17.7658 16.7662  C53 1.092
64 H 32.5212 16.2163 17.3808  C53 1.092
65 H 33.1644 14.6021 14.9598  C55 1.075
66 H 31.1668 14.1732 12.9701  C56 1.079
67 H 30.3141 17.6129 15.1336  C58 1.081
68 H 28.3007 15.7308 13.7140  C59 1.095
69 H 29.1438 15.3288 12.2804  C59 1.085
70 H 29.0014 17.0626 12.7533  C59 1.083
71 C 22.2129 20.7000 14.5781  C72 1.518, H79 1.092, H80 1.096, H81 1.092
72 C 21.7070 19.5460 13.7307  C71 1.518, N73 1.457, H82 1.087, H83 1.095
73 N 22.7954 18.7134 13.2361  C72 1.457, C74 1.371, C77 1.307
74 C 23.7110 18.0249 13.9887  N73 1.371, C75 1.347, H84 1.076
75 C 24.4220 17.2355 13.1605  C74 1.347, N76 1.384, H85 1.073
76 N 23.9283 17.4759 11.8904  C75 1.384, C77 1.329, C78 1.461
77 C 22.9269 18.3438 11.9894  N73 1.307, N76 1.329, H86 1.077
78 C 24.4977 16.9846 10.6384  N76 1.461, H87 1.092, H88 1.090, H89 1.086
79 H 22.3517 20.4474 15.6317  C71 1.092
80 H 21.4678 21.4986 14.6676  C71 1.096
81 H 23.0861 21.2520 14.2241  C71 1.092
82 H 20.9594 19.8235 12.9926  C72 1.087
83 H 21.0826 19.0017 14.4474  C72 1.095
84 H 23.8313 18.2248 15.0390  C74 1.076
85 H 25.2941 16.6169 13.2471  C75 1.073
86 H 22.3459 18.7036 11.1564  C77 1.077
87 H 25.4680 17.4261 10.4032  C78 1.092
88 H 23.8607 17.3482 9.8316  C78 1.090
89 H 24.5778 15.9020 10.6805  C78 1.086
90 C 26.6716 15.5960 17.9887  C91 1.528, H98 1.092, H99 1.084, H100 1.093
91 C 27.4547 15.1993 16.7379  C90 1.528, N92 1.486, H101 1.090, H102 1.084
92 N 28.7124 14.4909 17.0902  C91 1.486, C93 1.362, C96 1.310
93 C 29.8046 15.0165 17.7120  N92 1.362, C94 1.351, H103 1.079
94 C 30.7404 14.0423 17.7360  C93 1.351, N95 1.358, H104 1.077
95 N 30.1933 12.9562 17.1322  C94 1.358, C96 1.322, C97 1.465
96 C 28.9889 13.2748 16.6903  N92 1.310, N95 1.322, H105 1.077
97 C 30.7860 11.6262 16.9710  N95 1.465, H106 1.087, H107 1.085, H108 1.094
98 H 26.1225 16.5016 17.7229  C90 1.092
99 H 27.2693 15.6680 18.8895  C90 1.084
100 H 25.8251 14.9371 18.2002  C90 1.093
101 H 27.8232 16.1161 16.2784  C91 1.090
102 H 26.9093 14.5580 16.0544  C91 1.084
103 H 29.6569 15.9447 18.2419  C93 1.079
104 H 31.6641 14.0113 18.2883  C94 1.077
105 H 28.4620 12.6987 15.9487  C96 1.077
106 H 30.0838 10.8644 17.3001  C97 1.087
107 H 31.7041 11.5536 17.5448  C97 1.085
108 H 31.0197 11.4171 15.9233  C97 1.094
109 C 37.0857 8.4242 17.6808  C110 1.522, H117 1.086, H118 1.097, H119 1.089
110 C 35.7816 7.7572 18.0960  C109 1.522, N111 1.476, H120 1.086, H121 1.093
111 N 35.1063 7.2105 16.9028  C110 1.476, C112 1.388, C115 1.311
112 C 35.5636 6.1778 16.0952  N111 1.388, C113 1.323, H122 1.077
113 C 34.7201 6.0878 15.0804  C112 1.323, N114 1.399, H123 1.080
114 N 33.7394 7.0784 15.2010  C113 1.399, C115 1.335, C116 1.485
115 C 34.0405 7.7178 16.3330  N111 1.311, N114 1.335, H124 1.076
116 C 32.5471 7.3588 14.3619  N114 1.485, H125 1.081, H126 1.085, H127 1.087
117 H 37.7407 8.6710 18.5107  C109 1.086
118 H 36.8808 9.3757 17.1745  C109 1.097
119 H 37.6119 7.8088 16.9532  C109 1.089
120 H 35.1365 8.3982 18.6902  C110 1.086
121 H 36.0016 6.9207 18.7639  C110 1.093
122 H 36.4334 5.6012 16.3636  C112 1.077
123 H 34.6478 5.4185 14.2361  C113 1.080
124 H 33.5843 8.5895 16.7688  C115 1.076
125 H 31.7466 7.7064 14.9994  C116 1.081
126 H 32.3090 6.4730 13.7820  C116 1.085
127 H 32.7704 8.1476 13.6477  C116 1.087
128 C 27.8867 8.7848 9.5311  C129 1.546, H136 1.089, H137 1.083, H138 1.097
129 C 27.9675 10.1591 8.8271  C128 1.546, N130 1.432, H139 1.089, H140 1.088
130 N 29.3193 10.5264 8.5288  C129 1.432, C131 1.355, C134 1.309
131 C 30.2577 9.7428 7.9453  N130 1.355, C132 1.322, H141 1.079
132 C 31.3648 10.4522 7.8074  C131 1.322, N133 1.373, H142 1.081
133 N 31.1091 11.6984 8.3232  C132 1.373, C134 1.307, C135 1.456
134 C 29.8616 11.7035 8.7137  N130 1.309, N133 1.307, H143 1.074
135 C 32.0235 12.8303 8.3765  N133 1.456, H144 1.095, H145 1.087, H146 1.084
136 H 28.8027 8.2325 9.3263  C128 1.089
137 H 26.9618 8.2750 9.2916  C128 1.083
138 H 27.9244 8.9012 10.6216  C128 1.097
139 H 27.4794 10.8520 9.5109  C129 1.089
140 H 27.3659 10.1234 7.9210  C129 1.088
141 H 29.9666 8.7744 7.5701  C131 1.079
142 H 32.3732 10.1641 7.5435  C132 1.081
143 H 29.3568 12.4322 9.3200  C134 1.074
144 H 32.8881 12.5552 8.9892  C135 1.095
145 H 31.5673 13.6183 8.9693  C135 1.087
146 H 32.3892 13.1375 7.4034  C135 1.084
147 C 26.6482 8.8809 15.5250  C148 1.527, H155 1.091, H156 1.087, H157 1.094
148 C 26.7981 7.4990 16.1571  C147 1.527, N149 1.476, H158 1.094, H159 1.086
149 N 27.7684 6.6786 15.4052  C148 1.476, C150 1.379, C153 1.329
150 C 29.0971 6.4778 15.7151  N149 1.379, C151 1.351, H160 1.073
151 C 29.5633 5.5105 14.8961  C150 1.351, N152 1.382, H161 1.077
152 N 28.5315 5.1395 14.0557  C151 1.382, C153 1.330, C154 1.478
153 C 27.4723 5.8696 14.3938  N149 1.329, N152 1.330, H162 1.076
154 C 28.4676 4.0375 13.0723  N152 1.478, H163 1.086, H164 1.099, H165 1.078
155 H 27.6442 9.3032 15.3876  C147 1.091
156 H 26.0161 9.5942 16.0477  C147 1.087
157 H 26.2470 8.7839 14.5118  C147 1.094
158 H 25.8562 6.9502 16.0630  C148 1.094
159 H 26.9742 7.4524 17.2279  C148 1.086
160 H 29.6324 7.0160 16.4737  C150 1.073
161 H 30.4431 4.8893 14.8957  C151 1.077
162 H 26.4852 5.7423 13.9839  C153 1.076
163 H 29.4278 3.5293 13.0816  C154 1.086
164 H 28.5258 4.4983 12.0759  C154 1.099
165 H 27.5305 3.5062 13.1202  C154 1.078
166 C 20.2587 14.5082 6.7462  C167 1.538, H174 1.086, H175 1.091, H176 1.098
167 C 20.3071 13.4067 7.8188  C166 1.538, N168 1.475, H177 1.083, H178 1.089
168 N 21.7152 13.0994 8.1343  C167 1.475, C169 1.387, C172 1.314
169 C 22.5448 13.9611 8.8373  N168 1.387, C170 1.345, H179 1.073
170 C 23.7624 13.3953 8.9147  C169 1.345, N171 1.387, H180 1.072
171 N 23.6844 12.1659 8.2764  C170 1.387, C172 1.335, C173 1.475
172 C 22.4394 12.0523 7.8083  N168 1.314, N171 1.335, H181 1.081
173 C 24.7197 11.1522 8.0028  N171 1.475, H182 1.085, H183 1.087, H184 1.090
174 H 20.8255 15.4218 6.8988  C166 1.086
175 H 19.2212 14.7404 6.5017  C166 1.091
176 H 20.6024 14.0702 5.8001  C166 1.098
177 H 19.7350 12.5751 7.4254  C167 1.083
178 H 19.8085 13.8226 8.6926  C167 1.089
179 H 22.2052 14.9259 9.1620  C169 1.073
180 H 24.7210 13.6756 9.3051  C170 1.072
181 H 22.1405 11.2844 7.1085  C172 1.081
182 H 25.5944 11.4193 8.5870  C173 1.085
183 H 24.8445 11.0898 6.9244  C173 1.087
184 H 24.4198 10.1688 8.3663  C173 1.090
185 C 31.9381 8.1706 10.3046  C186 1.506, H189 1.092, H190 1.101, H191 1.091
186 C 32.5909 7.1768 9.3808  C185 1.506, O187 1.269, O188 1.234
187 O 33.6303 7.5181 8.7376  C186 1.269
188 O 32.0347 6.0774 9.3106  C186 1.234
189 H 31.9862 8.0360 11.3868  C185 1.092
190 H 30.8771 7.9653 10.0928  C185 1.101
191 H 32.1756 9.1924 10.0037  C185 1.091

## Properties
HOMO: -17.52 eV
LUMO: -12.4 eV
total charge: +7

These are the Mulliken partial charges, in e, on atoms 1 to 6:
1. O -0.58
2. C 1.01
3. O -0.41
4. B 0.79
5. O 0.21
6. C -0.10

***

(3)
Entry from the Open Molecules 2025 dataset: 2 unconnected molecules or ions with the total composition C6H4O (ωB97M-V/def2-TZVPD).

Each atom is followed by the atoms it is bonded to, with distances in Å.
Element x y z (Å)
1 C 1.0758 1.2751 -1.2783  H8 1.083, H9 1.081, H10 1.079
2 C -1.4200 0.1201 -1.8158  C3 1.265
3 C -0.7993 -0.0668 -0.7295  C2 1.265, C4 1.394
4 C -0.1152 -0.2735 0.4668  C3 1.394, O5 1.250, C6 1.443
5 O 0.9854 0.2937 0.6375  C4 1.250
6 C -0.6588 -1.1322 1.4912  C4 1.443, C7 1.204
7 C -1.1130 -1.8498 2.3447  C6 1.204, H11 1.069
8 H 1.6226 0.4487 -1.7152  C1 1.083
9 H 1.6096 1.9263 -0.6005  C1 1.081
10 H 0.3311 1.7476 -1.9000  C1 1.079
11 H -1.5182 -2.4891 3.0991  C7 1.069

## Properties
HOMO (spin up / spin down): -9.66 / -9.66 eV
LUMO (spin up / spin down): -1.6 / -1.6 eV

These are the natural (NBO) partial charges, in e, on atoms 1 to 6:
1. C -0.12
2. C 0.06
3. C -0.53
4. C 0.44
5. O -0.52
6. C -0.10

***

Taking the records one at a time from the top gives M values of 103.55, 1246.40, 92.10 g mol⁻¹.
Taking the records one at a time from the top gives relative energy (zero: lowest compared OMol25 entry of this formula, charge and spin) values of 11.07, 44.31, 167.66 kcal per mole.
Taking the records one at a time from the top gives E values of -670.93094, -4107.81715, -305.94434 a.u..